# 1
Molecular formula: C4H5Cl2OP
Method: DFT, ωB97M-V/def2-TZVPD

XYZ file:
```
13
Properties=species:S:1:pos:R:3:mulliken_charge:R:1
Cl -0.85003 -2.50618 0.94419 0.00
Cl 1.37965 -0.77499 2.52853 -0.01
P 0.10896 -0.85039 1.07143 0.90
O -0.50477 1.19079 -1.22266 -0.19
C -0.87632 0.62653 1.17673 -0.34
C 0.34792 0.31860 -1.49275 0.29
C -1.08556 1.53532 -0.01744 -0.06
C 0.97585 -0.70781 -0.65093 -0.79
H 2.10192 -0.67642 -0.62965 0.44
H 0.62488 0.25343 -2.53067 0.45
H -1.27977 0.99716 2.07631 0.44
H -1.97560 2.22766 -0.14048 0.40
H 1.03288 -1.63370 -1.11259 0.47
```

Computed properties:
**Charge**: +2
**E_HOMO**: -19.73 eV
**Energy relative to the best compared isomer or geometry (same formula, charge and spin)**: 0.999 eV
**HOMO-LUMO gap**: 8.5 eV
**LUMO**: -11.233 eV

# 2
Molecular formula: C4H5Cl3NP
Method: DFT, ωB97M-V/def2-TZVPD

XYZ file:
```
14
Properties=species:S:1:pos:R:3:lowdin_spin:R:1
Cl 2.32016 -1.21159 -0.52892 0.02
Cl 1.83205 0.15185 1.80210 0.01
Cl -1.00117 -2.52008 0.11372 0.03
P 0.35918 1.64236 -1.28014 0.69
N 1.77975 1.36753 -0.55346 0.86
C 1.45913 0.19532 0.12940 0.08
C -0.89588 0.72046 0.97361 0.04
C -0.78356 -1.03162 -0.91344 0.04
C -0.09098 0.20334 -0.16098 0.20
H -1.88201 0.91560 0.56934 0.00
H 0.00214 -1.30354 -1.63046 0.01
H -0.93147 0.02365 1.63463 0.01
H -0.33664 1.68890 1.27029 0.01
H -1.83069 -0.84216 -1.42570 0.00
```

Computed properties:
**E_HOMO (alpha / beta)**: -7.51 / -10.20 eV
**HOMO-LUMO gap (alpha / beta)**: 8.2 / 6.6 eV
**LUMO (alpha / beta)**: 0.682 / -3.621 eV
**Multiplicity**: 3

# 3
Molecular formula: C4H5ClF2
Method: DFT, ωB97M-V/def2-TZVPD

XYZ file:
```
12
Properties=species:S:1:pos:R:3:mulliken_charge:R:1
Cl -2.37783 -0.66556 -0.40808 -0.18
F 0.99537 -2.36610 0.41483 -0.24
F -0.05552 -2.17049 -1.55882 -0.23
C -0.31834 1.07554 -0.13967 -0.06
C 0.63275 -1.52668 -0.58165 0.30
C 0.45876 1.81114 0.67897 -0.88
C -0.79086 -0.17697 0.21301 -0.30
H -0.84837 -0.50610 1.16473 0.46
H 0.97478 2.71959 0.61880 0.30
H 1.41830 -1.06428 -0.97367 0.25
H -0.72347 1.36832 -1.07901 0.31
H 0.63444 1.50158 1.65058 0.25
```

Computed properties:
**E_HOMO**: -9.10 eV
**Energy relative to the best compared isomer or geometry (same formula, charge and spin)**: 2.703 eV
**HOMO-LUMO gap**: 9.6 eV
**LUMO**: 0.497 eV

# 4
Molecular formula: C4H5ClFN
Method: DFT, ωB97M-V/def2-TZVPD

XYZ file:
```
12
Properties=species:S:1:pos:R:3:mulliken_charge:R:1
Cl 1.97630 -0.81590 -1.05226 -0.17
F 1.76822 -0.76580 1.50625 -0.25
N -0.19471 1.48480 -0.49770 -0.59
C -1.79872 -1.69712 -0.22813 0.18
C -0.07462 0.28863 0.32602 -0.14
C -1.03739 -0.83111 0.08016 -0.61
C 1.42892 -0.01587 0.38289 0.08
H -1.10026 1.88700 -0.32726 0.26
H -0.18257 1.24735 -1.48665 0.26
H 1.88591 1.00610 0.49931 0.30
H -2.46096 -2.44515 -0.54153 0.45
H -0.21010 0.65709 1.33889 0.23
```

Computed properties:
**E_HOMO**: -10.29 eV
**Energy relative to the best compared isomer or geometry (same formula, charge and spin)**: 1.096 eV
**HOMO-LUMO gap**: 11.2 eV
**Structure (SMILES)**: C#C[C@H](N)[C@@H](F)Cl
**LUMO**: 0.880 eV